A structure of composition C37H58F6N5O7S2Tc. Source: OMol25; level of theory: the ωB97M-V functional and the def2-TZVPD basis.

Element x y z (Å)
Tc -0.0690 1.4449 1.0205
C -1.1173 1.8535 3.9593
N 0.1007 2.1485 3.1642
C 0.4059 3.6003 3.3083
C 1.2708 1.4258 3.7175
C 1.3311 0.0113 3.2152
N 1.2900 -0.0318 1.7333
C 2.6170 0.3273 1.1406
C 2.6857 0.1080 -0.3476
C 3.9245 -0.2027 -0.8817
C 4.0813 -0.4688 -2.2289
C 2.9117 -0.5967 -2.9694
C 1.6360 -0.3662 -2.4701
C 1.5466 0.1566 -1.1621
O 0.3712 0.6677 -0.6912
C 0.4478 -0.6684 -3.4062
C 0.6433 -2.0658 -4.0190
C -0.9116 -0.7004 -2.7031
C 0.4259 0.4034 -4.5089
C 5.4415 -0.6416 -2.8964
C 5.5384 -2.0375 -3.5308
C 5.5739 0.4369 -3.9851
C 6.5973 -0.4814 -1.9096
C 0.9549 -1.4351 1.3348
C -0.4585 -1.9311 1.4916
C -0.6038 -3.3062 1.5245
C -1.8510 -3.9111 1.5061
C -2.9521 -3.0697 1.4788
C -2.8731 -1.6780 1.4900
C -1.5890 -1.1096 1.4886
O -1.4264 0.2398 1.5342
C -4.2067 -0.9062 1.3813
C -4.1129 0.6114 1.5815
C -5.1987 -1.4303 2.4332
C -4.7722 -1.1562 -0.0278
C -1.9595 -5.4345 1.4712
C -3.4106 -5.9063 1.3630
C -1.1901 -5.9614 0.2477
C -1.3468 -6.0182 2.7522
H -0.9946 2.2266 4.9781
H -1.3078 0.7831 3.9826
H -1.9744 2.3415 3.4980
H 0.7749 3.7942 4.3190
H -0.4927 4.1764 3.1439
H 1.1472 3.9059 2.5777
H 1.2308 1.4260 4.8088
H 2.1683 1.9665 3.4158
H 0.4723 -0.5590 3.5737
H 2.2365 -0.4781 3.5754
H 3.3914 -0.2844 1.6079
H 2.8146 1.3732 1.3789
H 4.7842 -0.2297 -0.2189
H 2.9960 -0.9068 -4.0041
H 0.7158 -2.8191 -3.2301
H 1.5362 -2.1375 -4.6407
H -0.2176 -2.3104 -4.6462
H -0.9414 -1.4681 -1.9222
H -1.6865 -0.9267 -3.4395
H -1.1462 0.2485 -2.2493
H 1.3087 0.3286 -5.1476
H 0.4100 1.4021 -4.0667
H -0.4641 0.2879 -5.1342
H 4.7825 -2.1878 -4.3046
H 5.4061 -2.8130 -2.7719
H 6.5208 -2.1727 -3.9903
H 4.8292 0.3001 -4.7723
H 6.5657 0.3934 -4.4412
H 5.4287 1.4310 -3.5555
H 6.5807 -1.2601 -1.1416
H 6.5791 0.4982 -1.4236
H 7.5437 -0.5693 -2.4455
H 1.6159 -2.0927 1.9038
H 1.2246 -1.5510 0.2901
H 0.2911 -3.9224 1.5358
H -3.9373 -3.5117 1.4364
H -3.7496 0.8582 2.5836
H -5.1141 1.0345 1.4683
H -3.4678 1.0829 0.8466
H -4.7932 -1.3160 3.4420
H -5.4531 -2.4800 2.2852
H -6.1261 -0.8570 2.3708
H -4.0990 -0.7513 -0.7885
H -5.7428 -0.6638 -0.1328
H -4.9080 -2.2217 -0.2210
H -3.8823 -5.5369 0.4486
H -4.0029 -5.5837 2.2235
H -3.4337 -6.9969 1.3340
H -1.5468 -5.4811 -0.6667
H -1.3358 -7.0396 0.1505
H -0.1172 -5.7756 0.3328
H -1.8817 -5.6587 3.6345
H -0.2945 -5.7441 2.8550
H -1.4122 -7.1086 2.7317
F -2.9588 1.4382 -1.8127
C -2.5072 2.5671 -2.3564
F -3.5442 3.3051 -2.7116
F -1.7816 2.2937 -3.4248
S -1.5199 3.5240 -1.0696
O -1.6784 2.6708 0.1584
O -2.1999 4.7754 -1.1132
N -0.0806 3.4082 -1.6825
S 1.3220 3.4488 -0.9955
O 1.3583 2.9028 0.4009
O 2.3207 2.9165 -1.8526
C 1.8209 5.2619 -0.8362
F 2.2033 5.5418 0.4027
F 2.8526 5.4350 -1.6437
F 0.8470 6.0731 -1.2193
N -2.6072 5.2027 1.7485
C -1.4677 5.7251 1.1824
N -1.4016 7.0743 1.0859
O -0.5106 5.0106 0.8717
H -3.4488 5.7547 1.7008
H -2.7393 4.2302 1.5151
H -2.2402 7.6285 1.0954
H -0.6167 7.4480 0.5793

Output
ΔE to the lowest compared entry with this formula, charge and spin: 1.4175 eV
Charge: +1
E: -101263.6014 eV
HOMO (alpha / beta): -0.3851 / -0.3879 Eh
Frontier orbital gap (alpha / beta): 7.650 / 6.363 eV
Multiplicity: 4

A cluster of 11 separate species, C33H85F6NO38P8 in total. Source: OMol25; level of theory: the ωB97M-V functional and the def2-TZVPD basis.

Element x y z (Å)
C -0.0368 1.9840 0.2988
C -0.0287 0.6484 1.0015
O -0.1134 -0.3271 -0.0645
C -0.4638 -1.6183 0.2044
O -0.6115 -2.0477 1.3608
C -0.7714 -2.6333 -0.9223
F -2.0652 -2.5220 -1.1483
F -0.1634 -2.2539 -2.0432
F -0.3278 -3.8703 -0.6676
H 0.0807 2.7583 1.0570
H -0.8345 2.1662 -0.4214
H 0.8877 2.1069 -0.2653
H -0.8907 0.4962 1.6511
H 0.8745 0.5032 1.5942
C 0.8892 6.1024 3.0898
C -0.5620 6.4241 2.8963
O -1.4073 5.7990 3.8546
C -1.8966 4.5423 3.7550
O -1.7642 3.7970 2.7281
C -2.5600 3.9864 5.0883
F -1.7673 3.1031 5.7195
F -2.9333 4.9922 5.9208
F -3.7020 3.3476 4.7280
H 1.1331 6.3162 4.1305
H 1.4401 6.6873 2.3532
H 1.1009 5.0712 2.8075
H -0.8151 6.1242 1.8794
H -0.7430 7.4942 2.9973
C -0.9946 1.9792 -6.7384
O -0.2201 0.7637 -6.6994
P 0.3656 0.2456 -5.2664
O -0.6472 -0.1364 -4.2496
O 1.4478 -0.9462 -5.7559
C 2.0090 -1.8460 -4.7684
O 1.3463 1.4326 -4.7387
C 1.8492 1.5791 -3.3917
H -0.9242 2.6498 -5.8819
H -2.0193 1.7210 -7.0054
H -0.5385 2.5762 -7.5282
H 1.8795 -1.5634 -3.7237
H 3.0924 -1.9049 -4.8722
H 1.4756 -2.7934 -4.8462
H 1.1117 1.2750 -2.6490
H 2.3044 2.5672 -3.3230
H 2.6751 0.8758 -3.2849
C 4.8451 5.4348 5.0635
O 4.1849 5.7011 3.8395
P 4.5365 4.8260 2.4962
O 4.3482 3.3405 2.6845
O 6.0391 5.2853 2.2760
C 6.8995 4.6269 1.3510
O 3.6456 5.6594 1.3505
C 2.9208 5.0100 0.2931
H 5.2676 4.4326 5.1353
H 4.0925 5.4635 5.8514
H 5.5076 6.2618 5.3192
H 6.8147 5.2095 0.4336
H 6.5114 3.6274 1.1547
H 7.9320 4.6212 1.7001
H 2.7916 5.7659 -0.4815
H 1.9712 4.5723 0.6008
H 3.5221 4.1931 -0.1060
C -7.1277 -3.9714 5.1105
O -6.3253 -3.1483 4.2438
P -5.0900 -3.8925 3.5005
O -5.4361 -5.2768 3.0036
O -3.9097 -3.9376 4.6527
C -2.6769 -4.6625 4.4897
O -4.6151 -2.8194 2.3345
C -3.9142 -3.2894 1.2370
H -7.7023 -3.3426 5.7907
H -6.6716 -4.7599 5.7092
H -7.8598 -4.5269 4.5244
H -2.6426 -5.4577 5.2344
H -1.8948 -3.9183 4.6403
H -2.5049 -5.0306 3.4783
H -3.2545 -2.5356 0.8072
H -4.6238 -3.6658 0.5002
H -3.2532 -4.1161 1.4971
C 1.0260 -2.7052 4.1309
O 0.8902 -4.0940 4.5622
P 1.9713 -5.2990 4.1135
O 3.3603 -5.0700 4.5296
O 1.6693 -5.4323 2.5372
C 0.3835 -5.8306 2.0791
O 1.3039 -6.6545 4.7443
C 2.0822 -7.7815 4.9896
H 1.4803 -2.2855 5.0284
H 0.1239 -2.1074 4.0005
H 1.7505 -2.6306 3.3199
H 0.4352 -6.8915 1.8342
H 0.1060 -5.2385 1.2070
H -0.3952 -5.6869 2.8280
H 3.0259 -7.9064 4.4588
H 1.4826 -8.5834 4.5588
H 2.2390 -7.9951 6.0469
C -6.8337 0.1155 1.1609
O -6.7625 1.3474 0.4831
P -5.7935 1.4522 -0.8386
O -5.4287 0.1623 -1.4855
O -6.6177 2.4352 -1.8226
C -7.2185 3.5498 -1.2199
O -4.5764 2.2966 -0.2732
C -3.6364 1.6234 0.5564
H -7.7914 -0.3320 0.8951
H -6.8256 0.2952 2.2360
H -5.9703 -0.5315 1.0057
H -6.5774 4.4292 -1.1589
H -7.5932 3.5097 -0.1971
H -8.0654 3.8234 -1.8491
H -4.1456 1.1938 1.4191
H -2.8191 2.2376 0.9342
H -3.0840 0.8570 0.0127
C 3.5363 1.2973 0.1244
O 4.9005 0.9156 0.0062
P 5.8109 1.4543 -1.3003
O 6.0428 2.9075 -1.3513
O 7.1137 0.5681 -1.3038
C 6.9887 -0.7809 -1.0638
O 4.9777 0.8726 -2.5710
C 5.4365 1.0747 -3.8596
H 3.1455 1.9258 -0.6758
H 3.3912 1.8131 1.0736
H 2.9026 0.4159 0.2226
H 7.5207 -1.4125 -1.7752
H 5.9611 -1.1377 -0.9944
H 7.4626 -0.9462 -0.0962
H 4.8914 1.9196 -4.2804
H 5.1684 0.1896 -4.4366
H 6.4899 1.3069 -4.0165
C -2.7576 6.0198 -0.3262
O -1.4621 5.5509 -0.4592
P -0.8979 4.8151 -1.8114
O 0.5756 4.5687 -1.8860
O -1.8733 3.5078 -1.9816
C -1.7221 2.6015 -3.1031
O -1.4117 5.7232 -3.0686
C -0.7649 5.9113 -4.3286
H -3.4471 5.6472 -1.0837
H -2.6853 7.1036 -0.4170
H -3.0687 5.7222 0.6752
H -1.6260 1.5935 -2.6997
H -0.7821 2.6127 -3.6548
H -2.6223 2.6913 -3.7112
H -0.2087 6.8446 -4.4157
H -1.3987 5.7839 -5.2062
H 0.0133 5.1495 -4.3757
C -1.6339 -3.7149 -4.2049
O -0.6118 -4.4998 -3.6985
P -0.6329 -6.1479 -3.9381
O -1.1608 -6.5700 -5.2701
O 0.8504 -6.7000 -3.6373
C 1.9412 -6.2813 -4.4344
O -1.6118 -6.6607 -2.7370
C -1.1788 -6.4486 -1.3614
H -1.2921 -2.7142 -4.4692
H -2.5062 -3.6411 -3.5555
H -2.0561 -4.1308 -5.1197
H 1.6856 -5.4039 -5.0286
H 2.2886 -7.0246 -5.1520
H 2.8008 -6.0573 -3.8028
H -0.1122 -6.2262 -1.3290
H -1.2482 -7.3962 -0.8272
H -1.9189 -5.7663 -0.9433
C 2.6702 -4.4865 -0.3328
N 2.7920 -3.5441 -1.4231
O 3.1540 -3.9360 -2.5335
O 2.6070 -2.3748 -1.1815
H 2.3830 -3.9680 0.5820
H 3.6470 -4.9674 -0.2816
H 1.8594 -5.1744 -0.5723

Output
SMILES: CCOC(=O)C(F)(F)F.CCOC(=O)C(F)(F)F.COP(=O)(OC)OC.COP(=O)(OC)OC.COP(=O)(OC)OC.COP(=O)(OC)OC.COP(=O)(OC)OC.COP(=O)(OC)OC.COP(=O)(OC)OC.COP(=O)(OC)OC.C[N+](=O)[O-]
E: -205522.5281 eV
HOMO: -0.3848 Eh
Frontier orbital gap: 10.212 eV

A cluster of 2 separate species, C9H14O in total. Source: OMol25; level of theory: the ωB97M-V functional and the def2-TZVPD basis.

Element x y z (Å)
C 3.3067 -0.9961 0.6109
C 3.4364 -0.9535 -0.8146
H 4.1501 -1.3215 1.1792
H 3.3095 0.0369 0.9486
H 2.3967 -1.4514 1.0329
H 2.9571 -1.8882 -1.3622
H 4.3446 -0.8375 -1.2266
H 2.9649 0.0610 -1.2391
C -3.7438 -0.8928 -0.3658
C -1.4141 0.0468 -1.0971
C -2.4609 -0.1356 -0.1269
C -0.2622 0.9147 -0.9023
C -2.2777 0.4204 1.2106
C -0.1930 1.3644 0.3762
C -1.1067 1.0298 1.5222
O 0.7955 2.2642 0.8930
H -1.6329 -0.2570 -2.2835
H 0.4843 1.1152 -1.6158
H -4.3247 -0.0243 -0.7707
H -4.2542 -1.3171 0.6734
H -3.2148 0.4167 1.7993
H -0.7446 1.2588 2.5350
H 1.1372 2.7866 0.1114
H -3.6534 -1.6404 -1.0882

Output
ΔE to the lowest compared entry with this formula, charge and spin: 2.6385 eV
Charge: -1
E: -11603.6798 eV
HOMO (alpha / beta): 0.0293 / -0.1080 Eh
Frontier orbital gap (alpha / beta): 2.864 / 6.520 eV
Multiplicity: 2

A structure of composition C5H9MgO4Rh. Source: OMol25; level of theory: the ωB97M-V functional and the def2-TZVPD basis.

Element x y z (Å)
O 0.0585 -1.7389 -0.0081
C -1.3042 -1.8117 0.2869
C -1.8675 -0.4110 0.4506
O -1.4614 0.3255 -0.6976
C -2.1610 1.5354 -0.9153
Rh 0.4604 -0.1369 -1.4134
H -1.5314 -2.3839 1.2022
H -1.8364 -2.3142 -0.5413
H -1.4699 0.0968 1.3448
H -2.9646 -0.4347 0.5403
H -1.4601 2.3825 -0.9123
H -2.6514 1.4649 -1.8931
H -2.9227 1.6844 -0.1353
O 3.4699 -0.8718 1.5851
C 4.0616 0.0952 0.9986
C 3.1785 0.8014 -0.0296
O 1.8700 0.3295 -0.1364
Mg 1.6031 -1.2273 1.0112
H 3.7333 0.7403 -0.9884
H 3.1951 1.8746 0.2511

Output
ΔE to the lowest compared entry with this formula, charge and spin: 0.3369 eV
Charge: +1
E: -21961.4242 eV
HOMO (alpha / beta): -0.2981 / -0.5179 Eh
Frontier orbital gap (alpha / beta): 3.374 / 7.775 eV
Multiplicity: 6

Strongest force on any atom, respectively: 1.29, 5.29, 6.20, 4.03 eV Å⁻¹.